The ion C6H11O with charge +1 at a distorted geometry, computed with the ωB97M-V functional and the def2-TZVPD basis.

```
18
Properties=species:S:1:pos:R:3:forces:R:3:mulliken_charge:R:1
C -1.14074 0.92121 0.77166 2.0445 -0.0506 -2.8051 -0.676
C -0.99278 -0.49498 0.19037 -1.8204 1.7345 -3.2358 -0.822
C 1.12429 0.50465 1.60302 3.4477 -3.8290 15.0341 -1.182
C 0.33503 1.37463 0.79641 -2.7790 5.6227 -2.6956 0.652
C 0.39303 -0.60073 -0.46862 -0.7231 -0.7190 -0.8379 0.404
C 0.35781 -0.60856 -1.98638 -1.9437 0.9273 -0.5333 -1.436
O 1.16101 0.47457 0.12973 -0.6937 0.5058 -11.1266 0.053
H -1.73610 1.54905 0.07058 0.4428 0.1383 0.5230 0.354
H -1.55942 0.94797 1.72301 -0.7731 0.1944 1.7554 0.431
H -1.06957 -1.16665 0.94764 -0.3285 -2.1757 2.0278 0.393
H -1.81304 -0.73523 -0.61703 1.5325 0.5431 1.6484 0.385
H 1.96872 0.81198 2.20924 -0.4826 1.2339 0.2780 0.326
H 0.66115 -0.35469 2.06352 0.0904 -0.1990 -0.2405 0.308
H 0.65383 2.51563 0.82224 -0.4127 -2.5059 -0.2334 0.372
H 0.83214 -1.51254 -0.07850 0.6044 -0.0400 -0.2239 0.339
H 0.00675 0.28149 -2.60453 0.5584 -0.6353 1.4266 0.299
H -0.45646 -1.31423 -2.09670 -0.2128 -0.4029 -0.5430 0.406
H 1.17397 -1.04229 -2.48540 1.4487 -0.3426 -0.2184 0.396
```
Forces are in eV/Å.

Total energy   -8430.319 eV
HOMO (spin up / spin down)   -9.3 / -16.9 eV
ΔE to the lowest compared entry with this formula, charge and spin   94.82 kcal per mole
Multiplicity   3
Charge   +1
Orbital gap (spin up / spin down)   0.23686 / 0.25536 Eh
⟨S²⟩   2.00